{"formula": "C78H67BrNO11", "method": "ωB97M-V with the def2-TZVPD basis set", "symbols": ["C", "C", "C", "C", "C", "C", "C", "C", "C", "C", "C", "C", "C", "C", "C", "C", "N", "C", "C", "C", "O", "Br", "C", "C", "C", "O", "O", "H", "H", "H", "H", "H", "H", "H", "H", "H", "H", "H", "H", "H", "H", "H", "H", "H", "H", "H", "H", "H", "H", "H", "H", "H", "H", "H", "H", "H", "H", "H", "H", "H", "H", "H", "C", "C", "C", "C", "C", "C", "C", "O", "C", "C", "C", "C", "C", "C", "C", "O", "H", "H", "H", "H", "H", "H", "H", "H", "C", "C", "C", "C", "C", "C", "C", "O", "C", "C", "C", "C", "C", "C", "C", "O", "H", "H", "H", "H", "H", "H", "H", "H", "C", "C", "C", "C", "C", "C", "C", "O", "C", "C", "C", "C", "C", "C", "C", "O", "H", "H", "H", "H", "H", "H", "H", "H", "C", "C", "C", "C", "C", "C", "C", "O", "C", "C", "C", "C", "C", "C", "C", "O", "H", "H", "H", "H", "H", "H", "H", "H"], "coordinates": [[-6.6358, 6.8736, 1.4363], [-7.1721, 5.4266, 1.3485], [-6.0344, 4.4525, 1.8091], [-6.6080, 3.1642, 2.4590], [-5.4441, 2.1300, 2.6014], [-5.9171, 0.6617, 2.3673], [-6.0673, -0.1396, 3.6882], [-6.3946, -1.6291, 3.3274], [-5.3483, -2.5985, 3.9896], [-4.4313, -3.2231, 2.8942], [-3.8139, -4.5631, 3.4645], [-2.2546, -4.5164, 3.4536], [-1.7936, -5.0605, 2.0759], [-0.2997, -5.4534, 2.0378], [0.0018, -6.0899, 0.6697], [-0.7532, -7.1751, 0.2839], [-0.6175, -7.7937, -0.8885], [0.3235, -7.3722, -1.7569], [0.4034, -8.1544, -3.0703], [1.0294, -9.5291, -2.6949], [2.2143, -9.6277, -2.7223], [-0.1349, -11.0082, -2.1598], [1.1457, -6.3269, -1.4543], [0.9813, -5.6527, -0.2344], [1.8847, -4.4739, 0.0740], [3.0772, -4.6241, 0.0726], [1.3464, -3.2209, 0.2971], [-7.4144, 7.6497, 1.4279], [-5.9837, 7.0798, 0.5718], [-6.0295, 7.0543, 2.3383], [-8.0863, 5.2608, 1.9339], [-7.3858, 5.2280, 0.2861], [-5.4333, 5.0008, 2.5481], [-5.3932, 4.2118, 0.9484], [-7.4143, 2.7466, 1.8401], [-6.9518, 3.4017, 3.4761], [-4.9215, 2.2343, 3.5641], [-4.6952, 2.3364, 1.8183], [-6.8820, 0.6267, 1.8416], [-5.1861, 0.1182, 1.7455], [-6.9112, 0.2323, 4.2906], [-5.1511, -0.0646, 4.2910], [-6.2879, -1.7592, 2.2403], [-7.3991, -1.9471, 3.6307], [-5.8955, -3.4359, 4.4460], [-4.7072, -2.1090, 4.7329], [-5.0040, -3.4435, 1.9830], [-3.6086, -2.5451, 2.6190], [-4.1949, -4.7510, 4.4783], [-4.2279, -5.3663, 2.8333], [-1.9167, -5.1442, 4.2912], [-1.9580, -3.4709, 3.6023], [-1.9628, -4.3202, 1.2750], [-2.4657, -5.9028, 1.8525], [-0.0090, -6.1975, 2.7930], [0.3577, -4.5815, 2.1301], [-1.5168, -7.5554, 0.9623], [-1.2175, -8.5759, -1.1417], [0.9871, -7.6328, -3.8310], [-0.6384, -8.2584, -3.4106], [1.9104, -6.0214, -2.1700], [1.4016, -3.0994, 1.2584], [-1.4466, 13.0794, -2.1280], [-2.7848, 12.7212, -1.9973], [-3.1292, 11.4083, -1.7217], [-2.1374, 10.4443, -1.5868], [-0.7954, 10.7995, -1.7414], [-0.4543, 12.1214, -2.0011], [0.2771, 9.7728, -1.6485], [1.4440, 10.0801, -1.7787], [-0.1118, 8.3575, -1.4009], [0.8708, 7.3750, -1.3668], [0.5230, 6.0565, -1.1241], [-0.8081, 5.7142, -0.9052], [-1.7915, 6.6885, -0.9434], [-1.4488, 8.0107, -1.2004], [-2.5196, 9.0419, -1.2732], [-3.6810, 8.7420, -1.0859], [-1.1792, 14.1079, -2.3345], [-3.5592, 13.4693, -2.1090], [-4.1698, 11.1323, -1.6152], [0.5854, 12.4005, -2.1082], [1.9066, 7.6398, -1.5335], [1.2896, 5.2920, -1.1028], [-1.0774, 4.6840, -0.7085], [-2.8267, 6.4205, -0.7776], [2.9293, 2.5409, -4.9463], [2.8085, 2.0775, -6.2529], [2.9259, 0.7240, -6.5249], [3.1767, -0.1724, -5.4927], [3.3219, 0.2961, -4.1835], [3.1862, 1.6531, -3.9144], [3.6381, -0.6400, -3.0736], [3.7604, -0.2390, -1.9345], [3.8103, -2.0864, -3.3881], [4.1614, -2.9680, -2.3729], [4.3106, -4.3175, -2.6491], [4.1010, -4.7937, -3.9415], [3.7567, -3.9166, -4.9583], [3.6193, -2.5604, -4.6869], [3.2822, -1.6234, -5.7954], [3.1030, -2.0404, -6.9207], [2.8290, 3.5979, -4.7361], [2.6206, 2.7749, -7.0589], [2.8264, 0.3654, -7.5408], [3.2857, 2.0160, -2.9000], [4.3214, -2.6008, -1.3679], [4.5885, -5.0024, -1.8588], [4.2116, -5.8507, -4.1551], [3.5989, -4.2856, -5.9634], [-1.9592, -9.2554, 4.8188], [-1.4284, -10.4112, 5.3849], [-1.3657, -10.5428, 6.7622], [-1.8225, -9.5152, 7.5795], [-2.3321, -8.3488, 7.0109], [-2.4092, -8.2274, 5.6302], [-2.7817, -7.2167, 7.8671], [-3.2279, -6.2040, 7.3643], [-2.6636, -7.3507, 9.3413], [-3.0250, -6.2841, 10.1558], [-2.9315, -6.4022, 11.5327], [-2.4848, -7.5901, 12.1033], [-2.1180, -8.6549, 11.2966], [-2.1966, -8.5371, 9.9146], [-1.7666, -9.6753, 9.0599], [-1.3733, -10.7110, 9.5521], [-2.0163, -9.1573, 3.7408], [-1.0658, -11.2098, 4.7501], [-0.9580, -11.4432, 7.2025], [-2.8177, -7.3270, 5.1886], [-3.3758, -5.3604, 9.7150], [-3.2088, -5.5688, 12.1652], [-2.4193, -7.6825, 13.1797], [-1.7666, -9.5760, 11.7421], [7.9902, 9.6214, -6.9013], [6.6367, 9.3092, -6.8210], [6.2377, 8.0075, -6.5672], [7.1903, 7.0087, -6.4038], [8.5483, 7.3182, -6.5079], [8.9438, 8.6288, -6.7460], [9.5811, 6.2542, -6.3841], [10.7612, 6.5220, -6.4702], [9.1349, 4.8520, -6.1605], [10.0806, 3.8356, -6.0984], [9.6788, 2.5286, -5.8777], [8.3297, 2.2316, -5.7089], [7.3826, 3.2398, -5.7752], [7.7802, 4.5511, -6.0104], [6.7500, 5.6188, -6.1140], [5.5724, 5.3566, -5.9696], [8.3002, 10.6411, -7.0909], [5.8931, 10.0845, -6.9548], [5.1850, 7.7674, -6.4998], [9.9957, 8.8722, -6.8140], [11.1302, 4.0648, -6.2262], [10.4169, 1.7378, -5.8348], [8.0182, 1.2102, -5.5295], [6.3331, 3.0067, -5.6484]], "forces_ev_per_a": [[-0.13, 0.32, -0.19], [1.17, 0.21, -0.08], [-1.43, 0.24, 0.19], [1.76, 0.15, 0.01], [-0.61, -0.53, -0.94], [0.40, 0.18, 1.20], [-0.98, -0.51, -0.93], [1.40, 0.08, 0.98], [-0.52, -0.28, -1.58], [0.11, -0.86, 1.15], [-0.06, 1.05, -0.46], [-1.30, -0.69, -0.51], [0.39, 0.46, 0.79], [0.05, -0.53, -1.28], [0.34, 0.42, 0.22], [-0.80, -0.39, 0.95], [0.58, 0.80, 0.07], [-0.01, -0.95, -1.60], [-1.27, -0.36, 1.16], [1.54, 0.78, -0.86], [-1.07, -0.48, 0.26], [0.13, 0.63, -0.12], [0.35, 0.62, 0.47], [-0.50, 0.30, -0.15], [1.64, 0.70, -0.11], [-1.02, -0.43, 0.10], [-0.62, -1.54, 0.20], [0.05, -0.32, -0.08], [-0.13, -0.06, 0.31], [-0.27, -0.20, -0.19], [0.26, 0.15, -0.07], [-0.27, -0.08, 0.40], [0.07, -0.34, -0.16], [-0.13, -0.01, 0.27], [0.14, 0.15, 0.27], [-0.40, -0.02, -0.45], [-0.23, -0.07, -0.22], [-0.21, 0.12, 0.29], [0.28, 0.12, 0.00], [-0.19, 0.19, 0.13], [0.42, 0.27, -0.12], [-0.24, -0.04, -0.20], [-0.34, 0.08, 0.29], [0.15, 0.34, -0.14], [0.27, 0.28, 0.13], [-0.38, -0.12, 0.01], [0.06, 0.15, 0.27], [-0.33, -0.01, 0.00], [0.23, 0.19, -0.23], [0.46, -0.08, 0.30], [0.37, 0.19, -0.36], [0.23, -0.34, 0.12], [-0.05, -0.13, 0.33], [0.49, 0.01, -0.01], [-0.25, 0.34, 0.06], [-0.36, -0.22, 0.36], [0.16, -0.05, -0.33], [0.09, 0.01, 0.11], [0.13, -0.28, 0.28], [0.39, -0.16, -0.19], [-0.19, -0.01, 0.22], [0.14, 0.63, -0.18], [-0.05, -0.05, 0.01], [0.08, -0.02, 0.01], [-0.10, 0.16, -0.02], [0.15, 0.03, -0.04], [-0.14, -0.05, 0.02], [0.00, 0.18, -0.04], [0.37, 0.15, -0.04], [-0.03, -0.03, 0.00], [-0.14, -0.07, 0.01], [0.11, -0.17, 0.01], [-0.08, 0.03, 0.01], [0.05, 0.06, -0.02], [0.00, -0.20, 0.02], [0.14, 0.03, -0.01], [-0.40, -0.06, 0.05], [0.02, -0.02, 0.00], [0.00, -0.02, 0.00], [0.01, -0.01, 0.01], [0.06, -0.12, 0.04], [0.01, -0.14, 0.01], [-0.06, 0.14, 0.01], [-0.01, 0.02, 0.01], [0.00, 0.02, 0.00], [-0.02, 0.15, -0.03], [0.00, -0.02, -0.03], [0.00, -0.03, 0.07], [-0.04, 0.15, -0.11], [0.05, 0.03, 0.17], [-0.01, -0.09, -0.13], [-0.02, 0.17, -0.02], [0.02, 0.28, 0.33], [-0.02, -0.09, -0.01], [0.01, -0.11, -0.14], [0.03, -0.13, 0.12], [-0.02, -0.07, -0.14], [-0.07, 0.07, 0.06], [0.00, -0.21, 0.01], [0.02, 0.02, 0.15], [-0.07, 0.00, -0.44], [0.00, -0.06, 0.07], [0.04, -0.01, -0.02], [0.01, 0.00, 0.02], [0.01, -0.12, 0.07], [0.05, -0.13, 0.02], [-0.04, 0.12, -0.06], [0.05, 0.04, -0.01], [0.07, 0.02, -0.02], [0.00, 0.16, -0.04], [0.05, -0.02, 0.12], [-0.02, 0.06, -0.01], [0.05, -0.11, -0.15], [-0.03, 0.11, -0.11], [0.04, -0.09, 0.09], [0.05, -0.01, -0.32], [-0.18, 0.39, -0.06], [0.06, -0.05, -0.06], [0.07, -0.13, 0.05], [-0.04, 0.12, 0.13], [0.02, -0.08, -0.01], [-0.02, 0.05, -0.07], [0.01, 0.02, 0.18], [-0.06, 0.13, -0.10], [0.12, -0.31, 0.28], [0.00, 0.02, -0.07], [-0.03, -0.03, 0.01], [-0.02, 0.00, 0.02], [-0.05, 0.07, 0.12], [-0.04, 0.04, 0.16], [0.00, -0.08, -0.11], [0.00, -0.02, -0.01], [0.00, 0.00, -0.02], [0.02, -0.03, -0.14], [-0.05, -0.05, 0.01], [0.07, -0.02, 0.01], [-0.09, 0.16, -0.03], [0.14, 0.02, -0.03], [-0.15, -0.04, 0.02], [0.01, 0.18, -0.04], [0.39, 0.13, -0.03], [-0.04, -0.02, 0.00], [-0.14, -0.06, 0.00], [0.10, -0.17, 0.02], [-0.07, 0.03, 0.01], [0.05, 0.06, -0.01], [0.00, -0.19, 0.02], [0.13, 0.02, -0.01], [-0.36, -0.07, 0.04], [-0.05, -0.02, 0.00], [0.00, -0.02, 0.00], [0.01, -0.01, 0.01], [0.06, -0.12, 0.04], [0.01, -0.14, 0.01], [-0.06, 0.14, 0.00], [-0.01, 0.02, 0.00], [0.00, 0.02, -0.01], [-0.01, 0.14, -0.03]], "mulliken_charge": [-1.107, -0.467, -0.583, -0.683, -0.680, -0.645, -0.655, -0.947, -0.654, -0.878, -0.720, -0.904, -0.642, -0.314, 0.422, -0.487, 0.208, -0.248, -1.084, 0.545, -0.392, -0.128, -0.289, 0.749, 0.046, -0.435, -0.463, 0.349, 0.201, 0.338, 0.398, 0.283, 0.276, 0.337, 0.377, 0.223, 0.409, 0.343, 0.310, 0.308, 0.225, 0.398, 0.438, 0.516, 0.492, 0.244, 0.414, 0.249, 0.460, 0.415, 0.537, 0.432, 0.188, 0.357, 0.395, 0.162, 0.405, 0.366, 0.405, 0.439, 0.396, 0.376, -0.462, -0.476, -0.520, 0.207, 0.175, -0.575, 0.555, -0.667, 0.323, -0.680, -0.458, -0.573, -0.605, 0.170, 0.504, -0.670, 0.401, 0.404, 0.470, 0.471, 0.491, 0.466, 0.417, 0.625, -0.532, -0.537, -0.560, 0.252, 0.189, -0.592, 0.510, -0.672, 0.222, -0.662, -0.628, -0.519, -0.681, 0.230, 0.477, -0.658, 0.470, 0.438, 0.489, 0.515, 0.542, 0.614, 0.573, 0.507, -0.529, -0.512, -0.701, 0.415, 0.016, -0.507, 0.521, -0.697, 0.138, -0.493, -0.511, -0.466, -0.563, 0.128, 0.575, -0.652, 0.439, 0.397, 0.489, 0.728, 0.471, 0.405, 0.407, 0.477, -0.476, -0.486, -0.524, 0.190, 0.143, -0.561, 0.538, -0.659, 0.436, -0.675, -0.455, -0.586, -0.577, 0.136, 0.502, -0.695, 0.402, 0.406, 0.477, 0.474, 0.482, 0.388, 0.437, 0.706], "total_charge": 1, "gap_ev": 5.99, "total_energy_ev": -176023.582}

{"formula": "C7H10", "method": "ωB97M-V with the def2-TZVPD basis set", "symbols": ["C", "C", "C", "C", "C", "C", "C", "H", "H", "H", "H", "H", "H", "H", "H", "H", "H"], "coordinates": [[1.8624, -0.0685, -0.0255], [0.3328, -0.0207, 0.0100], [-0.3116, -0.8897, 1.1452], [-1.8647, -0.0527, -0.8252], [-0.4970, -0.5518, -1.1911], [-1.5702, 1.2735, -0.2856], [-0.2883, 1.3399, 0.1294], [2.2775, 0.5884, -0.8000], [2.2869, 0.2494, 0.9359], [2.2334, -1.0822, -0.2187], [-0.2357, -0.4545, 2.1473], [0.0727, -1.9155, 1.1306], [-1.4014, -0.9636, 0.9110], [-0.2625, -0.0468, -2.1337], [-0.3881, -1.6314, -1.3266], [-2.3256, 2.0383, -0.1333], [0.2279, 2.1971, 0.5516]], "forces_ev_per_a": [[-0.06, -0.01, 0.01], [-0.04, 0.05, 0.14], [-0.23, -0.19, 0.11], [-0.26, 0.43, -0.48], [-0.09, -0.15, -0.09], [-0.11, -0.01, -0.29], [0.02, -0.16, 0.08], [-0.17, -0.11, 0.09], [-0.13, -0.05, -0.12], [-0.17, 0.14, 0.02], [0.27, -0.12, -0.11], [0.17, 0.20, 0.13], [0.73, -0.02, 0.41], [0.25, 0.02, -0.02], [-0.20, 0.08, 0.00], [0.15, -0.02, -0.15], [-0.12, -0.08, 0.25]], "nbo_charge": [-0.610, -0.109, -0.581, 0.086, -0.538, -0.393, -0.044, 0.214, 0.214, 0.218, 0.211, 0.212, 0.228, 0.244, 0.213, 0.223, 0.213], "gap_ev": 7.73, "e_above_lowest_kj_mol": 390.10, "total_energy_ev": -7416.992}

{"formula": "C7H10", "method": "ωB97M-V with the def2-TZVPD basis set", "symbols": ["C", "C", "C", "C", "C", "C", "C", "H", "H", "H", "H", "H", "H", "H", "H", "H", "H"], "coordinates": [[1.2092, 2.3610, -1.6031], [0.5284, 1.2425, -1.3312], [0.7967, 0.2874, -0.2689], [1.6545, 0.4670, 0.7440], [-0.1608, -0.8612, -0.2852], [-0.6783, -1.4634, 0.8108], [-2.1266, -1.7939, 1.0263], [0.8771, 3.1701, -2.2492], [2.1800, 2.5571, -1.1483], [-0.4198, 1.1775, -1.8652], [2.2678, 1.3537, 0.8556], [1.8741, -0.2770, 1.4995], [-0.3778, -1.2511, -1.2791], [-0.0855, -1.3443, 1.7103], [-2.8199, -1.8839, 0.1783], [-2.1789, -2.7535, 1.5583], [-2.5403, -0.9878, 1.6472]], "forces_ev_per_a": [[0.73, -0.11, 0.37], [-0.40, 1.92, -0.65], [0.39, -1.47, 1.03], [0.57, 0.31, -0.31], [0.39, -1.00, 0.10], [0.10, 1.73, -1.03], [0.01, -1.48, 0.14], [-0.21, -0.51, -0.15], [-0.16, -0.09, 0.09], [0.05, -0.48, 0.21], [-0.16, 0.13, -0.23], [-0.37, -0.17, -0.10], [-1.02, 0.68, -0.02], [-0.42, 0.41, 0.42], [0.74, 0.14, -0.23], [-0.39, 0.29, 0.24], [0.15, -0.31, 0.09]], "nbo_charge": [-0.344, -0.223, -0.088, -0.365, -0.215, -0.141, -0.644, 0.201, 0.184, 0.207, 0.193, 0.195, 0.200, 0.184, 0.219, 0.211, 0.226], "gap_ev": 8.59, "e_above_lowest_kj_mol": 264.55, "total_energy_ev": -7418.293, "smiles": "C=CC(=C)/C=C/C"}

{"formula": "C7H10", "method": "ωB97M-V with the def2-TZVPD basis set", "symbols": ["C", "C", "C", "C", "C", "C", "C", "H", "H", "H", "H", "H", "H", "H", "H", "H", "H"], "coordinates": [[-0.2911, -1.5350, 2.4513], [-0.1783, -0.3847, 1.8419], [-0.0775, 0.7488, 1.2004], [0.4287, 0.8791, -0.2307], [1.3798, -0.2460, -0.6244], [-0.7712, 1.0118, -1.1459], [-1.1424, 0.1430, -2.0799], [-1.1968, -2.1281, 2.3550], [0.5054, -1.9377, 3.0712], [-0.4250, 1.6584, 1.6900], [0.9821, 1.8276, -0.2840], [1.7108, -0.1230, -1.6605], [2.2612, -0.2431, 0.0240], [0.9013, -1.2260, -0.5295], [-1.3833, 1.8997, -0.9801], [-2.0350, 0.3022, -2.6788], [-0.5824, -0.7670, -2.2798]], "forces_ev_per_a": [[0.02, 0.14, -0.07], [0.01, -0.02, -0.03], [-0.06, -0.15, 0.16], [0.04, -0.03, -0.08], [0.02, -0.05, -0.02], [-0.08, -0.03, -0.10], [0.04, 0.03, 0.06], [0.09, 0.09, -0.01], [-0.07, 0.11, -0.07], [0.04, -0.13, -0.04], [-0.08, -0.11, 0.01], [-0.04, -0.02, 0.14], [-0.13, 0.00, -0.07], [0.05, 0.13, -0.01], [0.07, -0.13, -0.01], [0.13, 0.02, 0.12], [-0.04, 0.15, 0.02]], "nbo_charge": [-0.494, 0.099, -0.275, -0.279, -0.610, -0.156, -0.409, 0.221, 0.221, 0.228, 0.214, 0.215, 0.218, 0.214, 0.197, 0.202, 0.194], "gap_ev": 10.37, "e_above_lowest_kj_mol": 215.77, "total_energy_ev": -7418.798, "smiles": "C=C=C[C@@H](C)C=C"}